Here is a cluster of 16 separate species, C64H176N16O16 in total in a non-equilibrium geometry from the OMol25 dataset. Energies are from the ωB97M-V functional and the def2-TZVPD basis.

```
272
Properties=species:S:1:pos:R:3:forces:R:3
C -3.6961 0.2203 -0.3803 -0.03 -0.18 -1.27
C -3.7419 1.6262 0.1792 -1.08 0.59 1.37
C -5.2461 1.9629 0.4346 0.43 1.27 -1.22
O -5.9312 2.0187 -0.8218 -0.69 0.25 -0.21
C -7.3171 2.3742 -0.6526 0.61 0.84 -1.91
N -2.9510 1.7762 1.4328 -1.10 0.60 0.21
H -2.7266 -0.0972 -0.7963 -0.27 0.30 0.59
H -4.3898 0.1100 -1.2295 0.15 0.36 0.17
H -4.0832 -0.4992 0.3423 0.37 -0.05 0.36
H -3.3864 2.4284 -0.4590 0.15 -0.30 -0.62
H -5.4182 2.9498 0.9471 0.46 -0.89 -0.06
H -5.6948 1.1477 0.9340 -0.48 -0.85 1.39
H -7.8948 2.1687 -1.6177 0.93 -0.16 1.33
H -7.3858 3.4819 -0.5416 -0.08 -0.64 0.42
H -7.7225 1.8389 0.1880 -0.47 -0.13 0.33
H -3.2437 2.7137 1.8297 0.51 -1.51 -0.46
H -3.2437 1.0680 2.1285 0.16 0.62 -0.47
C 5.1319 7.3181 1.0468 1.82 0.60 -0.41
C 5.9543 6.5706 -0.1133 0.36 2.88 1.20
C 6.0618 5.0933 -0.0760 -0.44 -1.13 0.20
O 7.0072 4.6873 0.9367 -1.18 0.69 -0.99
C 7.0781 3.3148 1.2382 0.32 -0.30 0.64
N 5.4477 7.0317 -1.4288 1.67 0.49 0.39
H 5.5019 8.4177 0.9972 -0.93 -1.71 0.20
H 5.3294 6.9452 2.0714 0.11 0.06 -0.59
H 4.0574 7.2667 0.8878 -0.13 0.06 -0.16
H 6.9931 6.9989 -0.0330 -0.76 -0.69 -0.02
H 6.4338 4.8540 -1.0948 -0.31 -0.56 0.56
H 5.0101 4.6864 0.1044 1.33 -0.10 -0.22
H 6.1306 2.9211 1.7250 1.04 0.58 -0.03
H 7.9972 3.3462 1.9253 -1.50 -0.99 -0.85
H 7.2054 2.6445 0.3462 0.35 0.70 0.50
H 5.8990 7.9593 -1.5730 -0.90 -0.94 -0.14
H 4.4662 7.1629 -1.3333 -0.88 0.32 -0.23
C 1.1035 -5.5653 1.5971 -2.36 2.16 0.09
C 2.3738 -4.9617 1.0447 0.06 -1.59 -1.61
C 2.8819 -6.0029 -0.0746 -0.62 1.42 -1.19
O 4.1317 -5.5733 -0.6226 0.02 -0.25 0.04
C 4.5360 -6.3252 -1.7679 1.73 0.25 0.45
N 2.1672 -3.5583 0.6814 -0.65 -0.26 -0.20
H 1.1435 -6.5103 2.0887 0.54 -0.79 0.18
H 0.3301 -5.6352 0.7925 0.53 -0.12 0.39
H 0.6328 -4.8419 2.3434 0.68 -0.79 -0.78
H 3.1088 -5.0650 1.8247 0.59 0.52 0.33
H 2.1844 -6.0793 -0.9836 0.36 0.22 1.42
H 2.9474 -7.0089 0.3536 0.13 0.02 0.19
H 3.6942 -6.7032 -2.2993 -0.79 -0.29 -0.54
H 5.2265 -7.1781 -1.5244 -0.73 0.53 0.20
H 5.1411 -5.6769 -2.4406 -0.59 -0.16 0.46
H 2.9923 -3.0967 0.3609 0.80 -0.02 -0.03
H 1.4804 -3.3144 -0.0613 0.35 -0.78 0.58
C 4.9532 -3.2296 3.4298 0.37 0.93 -2.32
C 3.7123 -2.7442 4.1233 -2.65 0.21 -2.33
C 4.0953 -2.3154 5.4612 0.22 0.00 1.80
O 3.0325 -1.7971 6.3197 1.53 -0.77 -2.35
C 3.6120 -1.2359 7.4443 -0.82 1.39 0.97
N 2.9812 -1.5910 3.4000 1.61 -0.84 0.78
H 4.7299 -3.3295 2.3162 0.30 0.00 1.30
H 5.2876 -4.2117 3.7796 0.06 0.35 0.13
H 5.7355 -2.4408 3.4975 -0.12 -0.72 0.03
H 3.0277 -3.6029 4.0396 -0.07 0.04 0.85
H 4.8607 -1.5512 5.3094 -0.15 0.44 0.20
H 4.6682 -3.1615 5.9140 -0.66 0.37 0.35
H 4.4872 -0.5552 7.3153 -0.42 -0.50 -0.54
H 3.9024 -2.0355 8.1043 0.20 -0.18 0.77
H 2.7994 -0.5994 7.8610 0.64 -0.51 0.29
H 2.0945 -1.4874 3.8532 -0.52 0.37 0.90
H 2.6383 -1.9272 2.5206 0.30 -0.57 -0.93
C -1.3379 -3.2102 -0.4602 2.12 -1.24 -1.11
C -0.7342 -1.9125 -0.9697 -0.13 0.73 0.10
C -0.5410 -1.0936 0.2908 0.57 0.34 -0.40
O 0.0567 0.1402 -0.1060 -0.11 0.49 0.36
C 0.6734 0.8829 0.9750 -1.42 0.05 -0.35
N 0.5650 -2.0892 -1.6312 -0.83 -0.94 0.20
H -2.3297 -3.0350 -0.2246 -2.00 0.27 1.13
H -0.7180 -3.6518 0.3509 -0.65 0.64 -0.07
H -1.3791 -4.0294 -1.1812 0.13 0.22 -0.53
H -1.4616 -1.2859 -1.5756 0.61 -1.02 0.25
H 0.1863 -1.6275 0.9016 -0.11 -0.10 0.48
H -1.5351 -1.0216 0.7869 0.73 0.44 0.06
H -0.1535 1.2208 1.6618 0.89 0.03 -0.50
H 1.2015 1.7465 0.5045 -0.40 -0.69 0.52
H 1.3334 0.2178 1.5273 0.35 0.08 0.10
H 0.8790 -1.2019 -1.9667 0.22 0.33 -0.22
H 0.4529 -2.7150 -2.4322 0.04 0.11 -0.02
C -1.2929 5.9092 4.0613 0.48 1.86 0.63
C -1.9899 4.9265 3.1638 1.12 0.92 -0.71
C -2.5718 5.6849 1.9858 -1.14 0.76 -0.60
O -3.2432 4.7985 1.1112 0.34 -0.79 -0.88
C -3.6326 5.4197 -0.0949 0.09 1.41 -0.32
N -0.9711 3.9705 2.7591 0.06 -0.61 -1.02
H -1.9280 6.7763 4.2116 -0.38 0.26 0.14
H -0.3350 6.4097 3.6694 -1.16 -1.34 0.24
H -1.1429 5.5166 5.0659 0.40 -0.20 -0.11
H -2.8353 4.4454 3.6726 0.33 -0.19 0.06
H -1.8632 6.2925 1.3959 0.37 -0.34 0.40
H -3.3747 6.3793 2.2831 0.36 0.22 0.53
H -4.1918 6.3525 0.1478 0.51 -0.21 -0.23
H -4.3404 4.8227 -0.6249 -0.50 -0.93 -0.12
H -2.8203 5.6422 -0.8615 -0.45 -0.08 1.25
H -0.1921 4.4600 2.2831 -0.59 0.00 0.60
H -1.3814 3.4494 1.9852 0.25 -0.58 0.16
C -5.0533 -2.5792 -4.9379 1.25 1.69 -0.10
C -3.6833 -1.8448 -4.7846 -0.06 0.03 -0.97
C -3.7413 -0.3348 -4.8668 -0.99 1.18 -2.16
O -4.4994 0.1202 -3.7929 0.19 0.29 0.37
C -4.9491 1.4625 -3.9074 0.93 -0.56 2.27
N -2.9821 -2.2412 -3.5729 0.37 -0.49 0.23
H -5.6135 -2.2045 -5.7948 -0.12 0.56 0.22
H -5.5948 -2.4607 -4.0132 -0.50 -0.43 0.15
H -4.8071 -3.5561 -5.2573 0.02 -1.46 0.46
H -3.1286 -2.1884 -5.6501 0.55 0.03 -0.20
H -4.3375 0.0434 -5.8311 1.58 -0.90 1.38
H -2.6853 0.0952 -4.8547 -1.11 -0.30 -0.13
H -5.2893 1.6548 -2.8873 -0.29 0.44 -0.30
H -5.7299 1.5504 -4.5959 -1.33 0.08 -1.29
H -4.1705 2.1851 -4.1204 0.41 -0.05 -0.30
H -2.0263 -1.8376 -3.4737 -1.17 -0.28 -0.30
H -3.5547 -1.8942 -2.8133 0.28 0.04 0.39
C 3.1283 2.9319 -1.9121 0.48 0.10 -0.56
C 2.6048 1.9185 -2.9240 -0.35 -1.60 0.54
C 3.4168 1.9536 -4.2177 1.10 1.66 0.43
O 3.2175 3.2285 -4.8858 -0.54 -1.02 -0.02
C 2.0295 3.2725 -5.6488 0.33 -0.98 -1.63
N 2.6663 0.5240 -2.3970 2.01 1.26 -2.34
H 2.6796 2.8224 -0.9322 0.21 -0.42 0.29
H 2.9453 3.9582 -2.1750 -0.24 0.54 -0.54
H 4.2327 2.8575 -1.9404 -0.43 -0.17 0.66
H 1.5291 2.0368 -3.1553 0.64 0.36 -0.12
H 3.1565 1.0862 -4.8411 0.18 0.33 -0.06
H 4.5405 2.0212 -3.9920 -1.53 -0.69 -0.19
H 2.2114 3.9951 -6.4614 0.00 -0.39 0.07
H 1.1444 3.6521 -5.1549 -0.03 -0.28 0.48
H 1.7879 2.2379 -6.1119 0.32 1.56 0.65
H 3.5646 0.2781 -2.0008 -0.19 -0.01 0.38
H 1.9058 0.2371 -1.8799 -1.58 -0.23 1.69
C -0.1401 9.5519 -0.4527 -1.23 -1.63 -0.06
C 0.4209 8.6150 0.6333 1.76 0.29 -1.82
C 1.1160 7.3232 0.0225 -0.48 1.99 -1.02
O 1.4700 6.4872 1.0372 0.14 -0.86 2.16
C 1.9310 5.1838 0.6914 1.11 1.49 -0.71
N 1.3199 9.4253 1.4104 0.74 1.04 -0.58
H -0.8204 10.2834 -0.0306 0.49 0.51 0.30
H -0.8362 8.9666 -1.0591 0.16 -0.17 -0.38
H 0.5977 9.9723 -1.1240 0.27 0.24 0.12
H -0.3750 8.2848 1.2460 -0.93 -0.49 0.76
H 2.0546 7.6224 -0.5568 -1.13 -0.16 0.17
H 0.3369 6.8889 -0.6185 0.35 -0.34 -0.40
H 1.9269 4.5738 1.5975 0.04 0.02 -0.22
H 2.9851 5.2957 0.2759 -1.08 -0.47 0.46
H 1.2715 4.8231 -0.0822 -0.18 -0.76 -0.16
H 1.8106 8.8761 2.0801 0.50 -0.45 0.57
H 2.0207 9.8380 0.7578 -0.62 -0.41 0.88
C 2.0387 -5.1974 -4.4332 -0.55 -1.04 -1.71
C 0.5178 -5.4059 -4.3376 0.41 1.74 -0.16
C 0.1926 -6.1359 -3.0704 -0.01 -2.07 -1.11
O 0.8640 -7.4439 -3.1546 0.27 2.06 -0.34
C 0.5817 -8.4016 -2.1764 -0.87 0.81 0.60
N -0.0613 -3.9966 -4.2385 1.52 -0.80 -0.81
H 2.4718 -6.2374 -4.5521 0.02 1.47 0.34
H 2.3785 -4.6111 -3.6030 0.49 -0.09 0.62
H 2.2641 -4.5741 -5.3407 -0.06 -0.72 0.61
H 0.2174 -5.9575 -5.2265 -0.45 -0.03 -0.06
H -0.8760 -6.2350 -2.9133 -0.36 -0.37 -0.03
H 0.5669 -5.5055 -2.3215 0.81 0.56 1.70
H 0.7832 -8.0187 -1.1105 -0.30 -0.68 -1.37
H 1.1984 -9.2619 -2.4384 -0.05 -0.01 0.37
H -0.4862 -8.6358 -2.3414 0.24 -0.40 0.82
H -1.0461 -3.9208 -4.4072 -0.67 -0.29 -0.06
H 0.4118 -3.4943 -5.0092 -0.53 -0.10 0.67
C -2.1804 -1.7342 4.2509 -0.80 -1.70 1.06
C -1.5119 -0.4276 4.0448 -0.42 1.63 1.23
C -2.1992 0.7218 4.8652 0.43 -0.13 -1.14
O -3.4648 0.9172 4.2244 0.54 -0.64 1.34
C -4.5102 1.1822 5.1282 -0.66 1.72 -2.24
N -0.1398 -0.5415 4.3483 2.05 0.26 -0.93
H -3.2599 -1.6302 3.9899 0.75 -0.48 0.22
H -2.0735 -2.0943 5.3255 -0.37 0.69 -0.96
H -1.6781 -2.5668 3.7058 -0.52 0.77 -0.15
H -1.6701 -0.1110 3.0257 0.33 0.01 -0.62
H -1.6352 1.6748 4.8403 0.03 -0.42 -0.41
H -2.2420 0.4824 5.9266 -0.54 -0.41 0.19
H -5.3799 1.0835 4.4596 -0.20 0.23 0.71
H -4.4199 2.2276 5.4634 -0.25 -0.17 0.17
H -4.6221 0.5512 5.9664 0.28 -1.10 0.90
H 0.0967 -0.9074 5.2415 -0.27 -0.53 0.85
H 0.4057 0.3128 4.2725 -0.29 0.20 -0.09
C -5.2814 -6.1655 -1.8332 1.79 0.11 0.27
C -4.7635 -6.5015 -3.1973 0.44 -1.38 -1.93
C -5.7941 -6.1307 -4.2594 -0.59 -0.85 0.56
O -5.3415 -6.3763 -5.5860 -0.28 -0.83 0.37
C -6.4346 -6.3338 -6.4730 0.97 0.22 -1.41
N -3.3846 -6.1206 -3.4422 0.31 -0.23 0.25
H -5.0491 -5.1219 -1.6168 -0.15 0.08 0.22
H -4.7634 -6.8134 -1.1090 -0.29 0.39 -0.02
H -6.3263 -6.3292 -1.8057 -1.14 -0.12 0.26
H -4.7430 -7.5924 -3.3121 0.01 -0.13 0.32
H -6.0651 -5.1025 -4.2382 -0.45 1.13 0.40
H -6.6941 -6.7525 -3.9011 0.80 0.70 -1.24
H -6.8644 -5.3612 -6.4958 -0.82 0.98 0.47
H -7.1580 -7.0926 -6.3110 -0.84 -0.69 0.68
H -6.1574 -6.4611 -7.5310 0.76 -0.22 0.45
H -3.2106 -5.1497 -3.3023 0.01 0.96 0.08
H -3.0201 -6.3784 -4.3587 -0.53 -0.03 0.25
C 2.5887 4.4221 5.0701 0.90 1.16 -0.76
C 2.4401 2.9892 4.6524 -2.25 -0.60 1.57
C 3.4615 2.0405 5.2631 -0.67 -0.86 0.75
O 4.7092 2.3087 4.7818 2.02 1.09 -1.23
C 5.7774 1.4640 5.1350 -0.21 -0.95 -0.75
N 1.1067 2.4155 5.1242 -0.23 0.43 -1.55
H 2.3640 4.5394 6.1245 -0.13 0.01 0.22
H 1.9622 5.1225 4.4785 0.12 -0.50 0.38
H 3.6345 4.7612 4.9222 -0.41 -0.17 0.06
H 2.3707 2.8606 3.5730 0.55 0.02 -0.09
H 3.1063 1.0786 4.9198 0.10 -0.81 0.09
H 3.5025 1.9976 6.3985 -0.51 0.41 -0.88
H 5.6006 0.4095 4.7856 0.00 0.77 0.28
H 5.9083 1.4527 6.2070 0.14 -0.05 0.57
H 6.7222 1.7950 4.6572 -0.76 0.16 0.22
H 0.2878 2.8887 4.6931 0.98 -0.22 -0.09
H 0.9526 2.5210 6.1030 0.35 0.15 0.92
C -1.9160 2.9014 -2.9699 -0.19 1.09 -2.40
C -0.6698 3.2568 -2.2205 -0.53 0.37 1.22
C 0.0083 4.5022 -2.8159 -2.64 0.11 -1.01
O -0.9608 5.5982 -2.8066 -0.05 -0.16 -0.28
C -0.9745 6.3281 -4.0448 0.43 -0.75 0.55
N -0.9263 3.3806 -0.7846 -0.66 1.14 0.88
H -2.5565 2.1624 -2.5313 -0.06 -0.45 0.55
H -1.6309 2.5232 -3.9920 -0.39 0.34 0.67
H -2.5015 3.8512 -3.1147 0.28 -0.95 0.08
H -0.0151 2.4294 -2.1889 1.06 -0.87 -0.70
H 0.2947 4.3485 -3.8656 -0.07 -0.20 0.52
H 0.8306 4.8336 -2.2764 1.69 0.32 1.12
H -1.8534 6.9925 -4.1093 0.46 -0.35 0.26
H -0.9774 5.5985 -4.8658 -0.26 0.27 -0.11
H -0.0317 6.8763 -4.1049 -0.14 0.39 -0.24
H -1.2416 2.4915 -0.3857 0.32 0.15 -0.25
H -1.7020 4.0338 -0.5852 0.68 -0.41 -0.23
C -6.5596 -6.3450 3.3757 -0.83 0.25 -2.85
C -5.8864 -5.2446 2.4700 -0.44 0.20 -0.19
C -4.5000 -5.6566 1.9644 -0.42 -1.96 0.97
O -3.6359 -5.9111 3.0551 -0.68 1.15 0.35
C -2.5052 -6.6203 2.6933 0.35 -0.41 -0.48
N -6.7211 -4.9990 1.2554 0.05 -0.07 -0.33
H -7.5400 -6.0726 3.7399 -0.28 0.67 -0.13
H -6.0533 -6.6965 4.2226 1.39 -0.34 0.89
H -6.7847 -7.1844 2.6762 0.36 0.18 0.59
H -5.8589 -4.2878 3.0231 0.21 -0.40 -0.22
H -4.0162 -4.9671 1.3040 0.01 0.85 -0.58
H -4.6592 -6.6188 1.3716 0.21 0.79 0.52
H -2.8872 -7.6012 2.4163 0.66 -0.68 0.06
H -1.8015 -6.6254 3.5359 -0.29 -0.23 -0.24
H -1.9858 -6.2257 1.8006 -0.13 0.21 0.24
H -6.6182 -5.7792 0.5716 -0.04 0.90 0.77
H -6.4721 -4.1135 0.7689 -0.09 -1.06 0.62
C 5.8529 -1.5534 -3.3110 -1.75 -1.67 0.26
C 5.0353 -2.4519 -2.2996 2.27 1.65 0.29
C 5.3230 -1.8964 -0.8252 -1.31 -1.42 -0.69
O 4.9818 -0.5326 -0.8211 -0.06 -0.05 0.66
C 4.7763 -0.0323 0.4819 -0.70 1.13 0.33
N 3.6960 -2.5967 -2.7478 0.00 -2.11 1.18
H 6.8270 -1.5298 -2.8646 0.62 1.10 -0.07
H 5.2451 -0.6532 -3.4842 0.95 0.20 0.27
H 5.9406 -2.0710 -4.2788 -0.13 0.06 0.30
H 5.5275 -3.3994 -2.3003 0.21 -1.00 0.00
H 6.3450 -2.0679 -0.4792 0.49 0.27 -0.53
H 4.7784 -2.5409 -0.0577 -0.10 0.98 -0.85
H 3.7934 -0.3167 0.9171 0.44 0.02 -0.37
H 4.8482 1.0768 0.4775 -0.25 -0.59 -0.33
H 5.5385 -0.3418 1.1731 0.56 -0.50 0.34
H 3.2613 -1.7426 -2.9322 -0.82 1.73 -0.22
H 3.1799 -3.0797 -2.0066 -0.22 0.19 -0.46
```
Positions in Å, forces in eV/Å.

## Properties
Relative energy (zero: lowest compared OMol25 entry of this formula, charge and spin) in kJ/mol: 440.6
2S+1: 1
Molar mass in g mol⁻¹: 1426.208
HOMO level in Ha: -0.309
Strongest force on any atom in hartree/bohr: 0.0687

Mulliken population analysis, charges in e, atoms 1 to 2: -1.652, 1.583